No. 1
This record from the Open Molecules 2025 dataset describes 3 unconnected molecules or ions with the total composition C3H12NO3. The level of theory is wB97M-V/def2-TZVPD.

XYZ file:
```
19
Properties=species:S:1:pos:R:3:mulliken_charge:R:1
O 1.204 -0.889 2.018 -0.46
C 0.480 0.061 1.906 0.12
C -0.062 0.470 0.546 0.04
C 0.628 1.780 0.147 -1.39
N 0.322 -0.622 -0.366 -0.21
H 0.203 0.741 2.728 0.40
H -1.143 0.558 0.614 0.32
H 1.671 1.588 -0.086 0.40
H 0.596 2.494 0.965 0.42
H 0.139 2.245 -0.700 0.34
H -0.381 -1.374 -0.283 0.33
H 1.133 -1.078 0.071 0.42
H 0.482 -0.403 -1.371 0.34
H 0.549 0.920 -3.566 0.31
H -0.947 0.850 -3.069 0.29
O -0.039 0.547 -2.903 -0.64
H -2.295 -2.232 1.343 0.31
H -1.045 -3.223 1.162 0.32
O -1.493 -2.434 0.846 -0.65
```

Results
net charge: +1
multiplicity: 1

No. 2
This record from the Open Molecules 2025 dataset describes a molecular structure, C35H48ClEuN4O6. The level of theory is wB97M-V/def2-TZVPD.

XYZ file:
```
95
Properties=species:S:1:pos:R:3:lowdin_spin:R:1
O 0.679 2.647 -0.642 -0.01
C 1.955 2.630 -1.149 0.00
C 1.873 3.330 -2.508 0.00
C 0.672 3.358 -3.239 0.00
H -0.246 2.861 -2.868 0.00
C 0.655 4.056 -4.451 0.00
H -0.278 4.079 -5.029 0.00
C 1.830 4.687 -4.893 0.00
H 1.827 5.221 -5.842 0.00
C 3.015 4.655 -4.139 0.00
H 3.938 5.141 -4.462 0.00
C 3.029 3.983 -2.917 0.00
H 3.904 3.868 -2.260 0.00
H 2.543 3.195 -0.398 0.00
C 3.110 0.701 0.104 0.00
C 2.753 1.273 -1.265 0.00
H 3.912 -0.047 0.062 0.00
H 2.278 0.151 0.582 0.00
H 3.310 1.504 0.827 0.00
C 2.928 0.643 -2.443 0.00
C 3.509 -0.731 -2.681 0.00
H 2.498 1.065 -3.364 0.00
H 4.386 -0.670 -3.328 0.00
H 2.835 -1.419 -3.219 0.00
H 3.834 -1.230 -1.757 0.00
Eu -0.565 0.736 -0.922 7.02
Cl 1.554 -1.368 -0.917 0.00
C -1.680 -2.175 -0.648 0.00
O -1.743 -1.132 -0.013 -0.01
N -2.409 -3.238 -0.444 0.00
C -2.967 -3.422 0.885 0.00
C -2.682 -4.154 -1.538 0.00
H -1.090 -2.135 -1.555 0.00
H -2.713 -2.567 1.504 0.00
H -2.507 -4.306 1.325 0.00
H -4.049 -3.473 0.794 0.00
H -2.281 -3.682 -2.451 0.00
H -3.773 -4.261 -1.567 0.00
H -2.147 -5.082 -1.311 0.00
H -2.692 5.632 -1.414 0.00
H -4.558 3.592 -1.488 0.00
C -2.008 4.785 -1.561 0.00
C -3.697 2.915 -1.497 0.00
N -2.542 3.606 -0.896 0.00
H -1.024 4.986 -1.121 0.00
C -2.008 3.161 0.248 0.00
O -2.194 1.971 0.599 0.00
H -3.953 2.011 -0.929 0.00
H -1.293 3.814 0.797 0.00
H -1.907 4.574 -2.634 0.00
H -3.477 2.664 -2.545 0.00
H 0.709 -0.260 4.782 0.00
H 0.310 2.409 5.292 0.00
C 1.429 0.158 4.071 0.00
C 0.946 2.587 4.409 0.00
N 0.934 1.418 3.537 0.00
H 1.563 -0.574 3.268 0.00
C 0.528 1.482 2.263 0.00
O 0.411 0.475 1.526 0.00
H 0.554 3.424 3.819 0.00
H 0.309 2.491 1.881 0.00
H 2.366 0.322 4.614 0.00
H 1.983 2.780 4.722 0.00
C -2.763 0.065 4.651 0.00
C -1.799 -0.970 4.098 0.00
C -1.169 -1.773 5.027 0.00
C -0.233 -2.704 4.641 0.00
C 0.052 -2.858 3.298 0.00
C -0.539 -2.173 2.217 0.00
N 0.180 -2.563 1.066 0.00
C 0.623 -3.446 -0.829 0.00
C 1.454 -4.525 -0.466 0.00
C 2.115 -5.340 -1.410 0.00
C 2.028 -5.003 -2.736 0.00
C 1.345 -3.847 -3.126 0.00
C 0.558 -3.039 -2.299 0.00
C -0.073 -1.781 -3.284 0.00
O 0.092 -2.103 -4.446 0.00
O -0.601 -0.629 -2.846 -0.01
C -1.616 -1.162 2.715 0.00
C -2.705 -0.321 2.084 0.00
H -2.503 1.111 4.432 0.00
H -3.801 -0.113 4.335 0.00
H -2.749 -0.040 5.733 0.00
H -1.441 -1.615 6.052 0.00
H 0.274 -3.316 5.374 0.00
H 0.846 -3.533 3.006 0.00
H 1.147 -2.988 1.285 0.00
H 1.553 -4.749 0.578 0.00
H 2.633 -6.217 -1.045 0.00
H 2.465 -5.626 -3.486 0.00
H 1.277 -3.623 -4.168 0.00
H -2.832 -0.295 1.010 0.00
H -3.645 -0.669 2.559 0.00
H -2.554 0.729 2.377 0.00
```

Results
⟨S²⟩: 15.759
net charge: -1
multiplicity: 8

No. 3
This record from the Open Molecules 2025 dataset describes a molecular structure, C50H43BrCl2N4O4P2Zn. The level of theory is wB97M-V/def2-TZVPD.

XYZ file:
```
107
Properties=species:S:1:pos:R:3:mulliken_charge:R:1
Zn -0.119 -0.248 0.505 1.33
C 0.941 -3.826 -6.644 -0.54
O 1.159 -2.565 -7.253 -0.47
C 1.947 -1.681 -6.591 0.80
C 2.611 -1.963 -5.402 -0.06
C 3.374 -0.982 -4.787 -0.31
C 3.509 0.273 -5.367 -0.36
C 2.881 0.529 -6.585 -0.13
C 2.084 -0.425 -7.180 -0.79
N 4.405 1.292 -4.901 -0.45
N 4.602 1.520 -3.700 -0.58
C 3.805 0.945 -2.653 -0.06
C 4.482 0.422 -1.583 -0.27
C 3.828 -0.087 -0.451 -0.59
C 2.454 -0.021 -0.333 1.24
O 1.804 -0.433 0.726 -0.68
C 1.734 0.598 -1.420 -1.56
N 0.389 0.729 -1.249 1.60
C -0.337 1.288 -2.182 -0.51
C 0.232 1.828 -3.344 -1.44
C 1.581 1.736 -3.530 -1.00
C 2.388 1.075 -2.573 1.49
H 0.286 -4.375 -7.315 0.26
H 0.457 -3.712 -5.671 0.05
H 1.877 -4.378 -6.525 0.33
H 2.521 -2.929 -4.928 0.34
H 3.882 -1.213 -3.861 0.40
H 3.025 1.496 -7.050 0.46
H 1.572 -0.230 -8.113 0.45
H 5.564 0.391 -1.636 0.41
H 4.397 -0.519 0.362 0.55
H -1.404 1.345 -2.003 0.44
H -0.403 2.310 -4.074 0.51
H 2.035 2.177 -4.405 0.68
C -1.431 -1.079 4.414 -0.65
C -0.341 -0.007 4.311 -1.34
P -0.495 1.147 2.871 0.92
C -1.955 2.107 3.403 0.64
C -1.989 2.839 4.591 -0.53
C -3.135 3.523 4.962 -0.85
C -4.270 3.469 4.162 -0.63
C -4.258 2.723 2.994 -0.85
C -3.102 2.052 2.617 -0.42
C 0.944 2.228 3.206 0.85
C 2.205 1.637 3.097 -0.40
C 3.356 2.403 3.201 -0.72
C 3.266 3.773 3.411 -0.73
C 2.018 4.369 3.516 -0.86
C 0.866 3.605 3.405 -0.56
C -1.124 -2.333 3.597 -1.25
P -1.276 -2.100 1.770 0.75
C -0.505 -3.642 1.183 0.87
C -1.180 -4.647 0.500 -0.47
C -0.485 -5.754 0.028 -0.63
C 0.882 -5.861 0.229 -0.65
C 1.563 -4.853 0.900 -0.70
C 0.874 -3.747 1.367 -0.36
C -3.078 -2.249 1.566 0.66
C -3.785 -3.334 2.079 -0.64
C -5.163 -3.404 1.944 -0.94
C -5.851 -2.378 1.312 -0.58
C -5.157 -1.290 0.803 -1.09
C -3.778 -1.235 0.920 -0.06
H -2.406 -0.670 4.128 0.18
H -1.523 -1.368 5.463 0.49
H 0.644 -0.477 4.255 0.69
H -0.345 0.621 5.204 0.80
H -1.118 2.869 5.234 0.39
H -3.145 4.097 5.879 0.43
H -5.164 4.003 4.455 0.40
H -5.145 2.660 2.377 0.46
H -3.092 1.471 1.702 0.57
H 2.292 0.578 2.887 0.09
H 4.324 1.930 3.102 0.44
H 4.164 4.373 3.480 0.40
H 1.938 5.439 3.670 0.44
H -0.097 4.095 3.460 0.45
H -1.797 -3.143 3.883 0.74
H -0.106 -2.674 3.804 0.72
H -2.240 -4.557 0.303 0.31
H -1.019 -6.532 -0.503 0.44
H 1.421 -6.719 -0.152 0.39
H 2.634 -4.918 1.039 0.43
H 1.419 -2.944 1.854 0.07
H -3.261 -4.139 2.581 0.36
H -5.699 -4.262 2.327 0.43
H -6.927 -2.433 1.207 0.40
H -5.688 -0.498 0.292 0.47
H -3.227 -0.425 0.461 0.48
Br 1.111 7.699 0.234 -0.15
C 0.610 5.879 0.264 0.07
C 1.567 4.896 0.095 -1.00
C 1.150 3.577 0.168 -0.08
N -0.113 3.209 0.373 0.47
C -1.017 4.176 0.505 -0.49
C -0.712 5.529 0.469 -0.86
H 2.605 5.139 -0.077 0.55
H 1.878 2.776 0.070 0.40
H -2.044 3.862 0.660 0.41
H -1.482 6.276 0.599 0.48
Cl -0.763 -1.674 -4.136 -0.17
C -0.722 -2.786 -2.740 0.23
Cl 0.925 -2.926 -2.100 -0.15
C -1.759 -2.304 -1.690 -0.71
O -2.876 -2.785 -1.816 -0.68
O -1.360 -1.487 -0.804 -0.88
H -1.015 -3.761 -3.109 0.78
```

Results
multiplicity: 1

No. 4
This record from the Open Molecules 2025 dataset describes a molecular structure, C37H26BrLaN8O10Se. The level of theory is wB97M-V/def2-TZVPD.

XYZ file:
```
84
Properties=species:S:1:pos:R:3:mulliken_charge:R:1
La -0.449 0.103 0.394 3.21
O 7.035 3.334 -2.482 -0.48
C 5.791 2.975 -2.896 0.53
O 5.465 3.131 -4.035 -0.54
C 4.902 2.380 -1.849 0.62
C 5.405 1.601 -0.813 -0.97
C 4.541 1.036 0.113 -0.61
C 3.174 1.271 0.006 -0.21
C 2.658 2.024 -1.045 -0.26
C 3.528 2.579 -1.967 -1.48
N 2.263 0.697 0.936 0.69
C 2.576 0.715 2.163 -0.91
C 1.750 0.076 3.217 0.51
C 2.233 0.074 4.520 -0.90
C 1.496 -0.555 5.511 -0.62
C 0.308 -1.171 5.164 -0.86
C -0.100 -1.117 3.837 -0.50
N 0.593 -0.509 2.884 0.63
H 7.075 3.278 -1.521 0.33
H 6.464 1.384 -0.748 0.44
H 4.922 0.383 0.887 0.57
H 1.589 2.159 -1.144 0.77
H 3.147 3.163 -2.793 0.52
H 3.470 1.219 2.538 0.59
H 3.167 0.569 4.746 0.53
H 1.847 -0.560 6.534 0.44
H -0.304 -1.680 5.895 0.52
H -1.027 -1.583 3.524 0.23
C 2.503 -3.785 1.112 -1.67
C 1.239 -3.243 0.498 0.09
O 1.011 -2.039 0.463 0.27
N 0.382 -4.145 -0.014 -0.01
C -0.807 -3.761 -0.757 -0.47
C -2.029 -3.570 0.107 0.76
C -3.118 -4.419 -0.043 -0.87
C -4.235 -4.246 0.758 -0.46
C -4.222 -3.227 1.692 -1.24
C -3.098 -2.419 1.763 0.00
N -2.021 -2.566 0.994 0.28
H 3.008 -2.976 1.631 0.23
H 3.158 -4.175 0.333 0.38
H 2.289 -4.594 1.811 0.42
H 0.626 -5.117 0.056 0.28
H -1.002 -4.538 -1.495 0.57
H -0.600 -2.841 -1.298 -0.54
H -3.081 -5.204 -0.786 0.43
H -5.094 -4.895 0.652 0.43
H -5.061 -3.040 2.347 0.46
H -3.069 -1.588 2.459 0.24
O -0.853 6.729 0.630 -0.59
C -0.747 5.534 0.610 0.39
C -0.850 4.614 -0.601 0.13
O -1.187 4.933 -1.719 -0.66
C -0.554 3.281 -0.081 0.67
C -0.225 3.294 1.279 0.43
O 0.085 2.223 1.916 -0.46
C -0.459 4.638 1.819 -0.02
O -0.499 4.991 2.983 -0.70
O -0.586 2.182 -0.779 -0.60
Se -2.384 2.024 3.431 0.31
N -3.860 2.768 2.827 -0.80
C -4.175 2.151 1.703 0.36
C -5.234 2.503 0.806 -0.66
C -5.337 1.787 -0.339 -0.62
C -4.415 0.718 -0.617 -0.54
N -3.464 0.334 0.179 0.07
C -3.337 1.060 1.332 0.64
N -2.329 0.787 2.154 -0.23
H -5.892 3.327 1.042 0.49
H -6.092 2.013 -1.078 0.42
H -4.500 0.186 -1.559 0.42
Br 2.077 -0.756 -7.146 -0.18
C 0.607 -0.972 -5.985 -0.12
C -0.606 -1.425 -6.491 -0.16
N -1.684 -1.604 -5.740 -0.65
C -1.579 -1.326 -4.443 -0.39
C -0.411 -0.873 -3.849 0.20
C 0.719 -0.687 -4.638 -0.34
C -0.346 -0.592 -2.381 0.81
O 0.741 -0.237 -1.873 -0.88
O -1.399 -0.747 -1.684 -0.71
H -0.698 -1.649 -7.548 0.38
H -2.461 -1.467 -3.830 0.60
H 1.636 -0.327 -4.193 0.62
```

Results
multiplicity: 1

no.,electronic energy (hartree)
1,-401.74898
2,-3203.22732
3,-8407.61888
4,-7623.29803